# 1
{"formula": "C16H15BF4", "method": "wB97M-V/def2-TZVPD", "symbols": ["H", "B", "H", "C", "H", "C", "F", "H", "C", "C", "C", "H", "H", "C", "H", "F", "H", "H", "F", "C", "H", "C", "C", "C", "H", "C", "H", "H", "C", "C", "H", "F", "C", "C", "C", "H"], "xyz": [[0.053713, -4.218544, 0.614369], [5.226740, 0.378722, 2.066206], [-3.546460, 0.267180, -0.971829], [-2.113177, -1.702219, -1.429863], [0.592042, -1.785402, 0.665554], [-0.758500, 0.178884, -0.450883], [4.749032, 1.620045, 2.419252], [4.529473, -1.038055, 0.374537], [-3.669813, 2.386722, -1.323192], [1.718122, 0.360932, 1.503628], [4.027967, -0.170572, 0.812965], [-0.036886, 2.650842, -0.080187], [2.633402, -1.522903, 1.821166], [-3.104081, 3.655387, -1.201610], [0.268295, 0.423604, -0.179628], [-4.941270, 2.305023, -1.844560], [3.936587, 0.664885, 0.108494], [0.806455, 0.115776, 2.051407], [6.397136, 0.383206, 1.329368], [-2.465049, -3.046592, -1.386500], [1.866835, 1.386108, 1.153572], [-0.262429, -2.160675, 0.094479], [-3.014711, 1.216209, -0.969423], [-0.577364, -3.509366, 0.072045], [-1.973566, -5.014319, -0.617741], [2.737441, -0.514350, 1.413939], [-3.334541, -3.393841, -1.946578], [-1.343278, 4.714765, -0.523311], [-1.622804, 1.285827, -0.634690], [-1.704958, -3.957677, -0.637300], [-2.626407, -1.021229, -2.108996], [5.141073, -0.612456, 3.021943], [-1.061908, -1.199702, -0.602317], [-1.794752, 3.737917, -0.700000], [-1.065392, 2.590793, -0.443481], [-3.666985, 4.545062, -1.470833]], "atomic_forces_ev_per_a": [[-0.28, 0.27, -0.19], [-1.71, -0.93, -2.04], [0.05, 0.41, -0.08], [-0.13, -0.06, 0.50], [-0.34, -0.16, -0.13], [0.03, -0.28, -0.35], [0.45, 0.37, 0.67], [-0.03, 0.14, 0.00], [-0.69, -0.26, -0.41], [-0.60, 0.07, 0.37], [-0.54, -0.39, 0.20], [-0.29, 0.07, -0.18], [-0.02, 0.21, 0.11], [0.61, -0.43, 0.28], [-0.04, -0.13, 0.12], [1.12, -0.01, 0.72], [0.14, -0.15, 0.11], [0.22, 0.23, 0.05], [0.49, 0.29, 0.57], [0.16, 0.19, -0.09], [-0.12, -0.21, 0.13], [0.05, 0.49, -0.07], [0.37, 0.22, -0.19], [-0.21, -0.16, -0.20], [0.04, 0.31, -0.02], [1.03, 0.27, -0.76], [0.37, 0.08, 0.03], [-0.14, -0.29, -0.12], [-0.81, 1.16, 0.25], [0.31, 0.44, 0.22], [0.12, -0.34, 0.20], [0.54, 0.19, 0.73], [-0.08, -0.88, -0.29], [-0.27, 0.16, -0.10], [0.14, -0.65, -0.09], [0.03, -0.23, 0.06]], "total_energy_ha": -1043.02378, "orbital_gap_ev": 3.152, "e_homo_ev": -6.8}

=====

# 2
{"formula": "C51H53MnN8P2Si", "method": "wB97M-V/def2-TZVPD", "symbols": ["H", "N", "N", "C", "H", "H", "C", "H", "H", "H", "H", "H", "H", "C", "C", "H", "C", "H", "H", "H", "C", "C", "N", "C", "H", "C", "C", "H", "C", "C", "H", "C", "H", "C", "H", "H", "C", "Si", "H", "H", "H", "C", "H", "C", "H", "H", "C", "C", "C", "P", "N", "C", "C", "H", "C", "C", "H", "C", "N", "H", "C", "C", "H", "C", "C", "P", "H", "C", "C", "H", "H", "H", "H", "H", "C", "H", "H", "H", "C", "C", "C", "H", "C", "C", "H", "H", "C", "H", "H", "C", "C", "C", "H", "H", "C", "C", "C", "N", "N", "C", "H", "N", "H", "C", "C", "C", "Mn", "H", "H", "H", "C", "C", "C", "H", "H", "H"], "xyz": [[-4.746696, 1.569504, -1.804134], [4.688204, -0.171839, -2.384507], [3.958758, 1.331661, 2.157535], [5.236006, 0.878894, -1.785183], [6.283960, 3.403215, 2.390626], [4.532789, -1.116865, -4.249791], [-4.041124, 0.065743, -4.785229], [-5.031977, 0.217660, -5.201830], [-5.082120, 6.173615, 2.539521], [-3.974056, 4.131825, 1.835839], [-0.919375, 1.087498, -5.080155], [-3.105917, 3.297319, 5.925011], [0.006919, -3.012087, 3.641564], [2.522806, 2.692427, -4.353569], [4.966251, 2.096390, 1.683296], [1.714861, -0.603126, 0.661697], [2.574232, -5.455540, -1.718045], [3.616404, -2.945974, -3.848133], [5.912049, 0.536052, -5.460137], [2.638944, 0.789396, -7.211002], [-1.518854, -0.349583, -3.655950], [-5.554071, -3.099880, 7.233071], [5.449919, 2.959708, 2.585732], [0.968619, -2.395675, -3.019433], [1.447967, -4.995106, 0.093900], [-4.649406, 5.873781, 4.586730], [-3.527142, 3.455895, 3.816418], [1.193657, -2.527965, -0.427405], [-4.256551, -1.152158, 6.599676], [1.886622, -3.193206, -1.017735], [-5.120351, 1.950566, 2.276071], [5.688945, 0.596804, -4.384208], [5.261544, 2.820476, 3.554134], [-5.431688, -2.423386, 4.966797], [2.320491, -3.717887, 3.085296], [-4.099647, 5.357755, 6.554594], [-4.554971, 1.654901, 1.421799], [0.265493, -0.568765, -2.974809], [2.844218, -3.163745, -0.402353], [-0.037289, 1.550320, 3.059954], [-3.537127, -0.370766, 6.923945], [3.289608, -3.344544, -2.868473], [1.641643, 2.027737, -2.543495], [-1.726363, 0.541130, -4.698742], [4.172384, -3.201091, -2.224461], [0.141493, -0.751205, -0.585673], [-2.886602, 1.535456, -0.828930], [1.422221, 0.499734, -4.045252], [-4.022377, 4.337434, 2.807234], [-2.528252, 2.058265, 3.200537], [5.427032, 1.979918, 0.455764], [2.981797, -4.825280, -3.030579], [-4.611309, 5.548811, 3.226622], [3.263571, 3.195824, -6.351231], [2.786072, 2.413951, -5.704854], [-3.537332, 3.816190, 5.142653], [-2.421309, -1.815402, -2.431340], [-5.052431, 1.673630, 0.151476], [3.608193, 0.563164, -0.046095], [2.189964, -4.930547, -3.785630], [1.132168, -0.020341, 2.464112], [4.886317, -0.297912, -3.735782], [-1.235852, 1.800741, 0.620179], [0.662857, -2.296375, 3.276751], [2.774585, -1.927515, 2.024084], [-4.226682, -0.511291, 3.715399], [-5.753953, -2.521599, 3.927154], [-4.617891, -1.332509, 5.238785], [6.134255, 1.734306, -3.749335], [1.592529, -0.780793, -5.798649], [2.322779, -6.463996, -1.893071], [1.138439, -2.619359, -4.068599], [-5.126871, 6.856906, 4.871792], [6.437998, 2.652787, -1.748892], [-4.614491, -2.090384, 7.563953], [6.669569, 2.469123, -4.289003], [-4.724311, -1.459128, -3.360542], [3.723294, -2.308598, 1.623943], [-4.026624, 5.015923, 5.514533], [1.860768, 0.202456, -5.384025], [1.823672, 1.769737, -3.606238], [0.524890, -4.811066, -1.306148], [-2.293432, 1.737651, 0.472804], [2.312956, -0.575846, 1.611207], [3.938690, -5.282598, -3.346953], [-6.509781, -4.187177, 5.644717], [3.327795, 0.599261, 1.262367], [2.827748, 3.650349, -4.047908], [-6.150688, 1.672838, 0.125578], [-3.138784, 1.758791, 1.584258], [-5.994374, -3.252034, 5.934860], [-4.220432, 1.518130, -0.929954], [-0.719984, -0.752464, 3.446934], [-3.075408, 1.621885, -5.901131], [2.006108, -2.731502, 2.775556], [1.519317, -4.637735, -0.964567], [-2.581692, -1.076733, -3.180789], [-3.252470, 0.728710, 4.139305], [0.836096, 1.258878, 2.525475], [0.263676, -1.014546, 3.111846], [-2.773206, 0.652886, 5.025280], [2.230090, -2.571196, -2.275289], [1.422365, 1.973711, 2.081113], [2.449245, 1.168652, -6.195563], [-2.957250, 0.842024, -5.228648], [5.989886, 1.840856, -2.409189], [2.763860, -0.753840, -1.449770], [3.506642, -5.559804, -1.177183], [0.650847, 0.960131, -1.047782], [-5.909297, -3.780083, 7.987862], [4.758264, 1.177620, -0.390421], [-3.846098, -0.897619, -3.760623], [0.663129, -0.095973, -1.297274], [-2.271303, 1.535731, -1.779590], [-4.319836, -2.049214, 8.595637], [0.260582, -3.091904, -2.511710]], "atomic_forces_ev_per_a": [[-0.61, -0.31, -2.71], [-1.28, -0.52, -1.33], [-1.72, -1.44, -0.34], [-0.59, 0.71, 1.27], [1.96, 1.22, -0.62], [-1.04, -1.71, -0.64], [0.34, -0.29, 0.77], [0.09, -0.04, 0.10], [-0.53, 1.00, -1.17], [0.21, -0.96, -3.77], [1.27, 0.72, -0.43], [0.94, -1.68, 1.17], [-1.00, -1.19, 0.96], [-0.04, -0.87, -2.19], [-0.81, 0.19, 1.26], [0.25, -0.47, -0.19], [0.47, 0.66, 0.00], [-0.57, 0.06, 0.40], [-0.37, -0.36, 0.58], [0.14, 0.85, 0.31], [1.79, -0.40, -0.08], [0.45, 0.42, -0.11], [-0.93, -1.03, -0.77], [-1.22, 0.21, -0.33], [0.33, 0.55, -0.62], [0.11, 0.67, -0.48], [0.29, 0.19, -2.46], [0.30, -0.77, -0.84], [1.54, 0.05, 0.86], [1.40, 1.01, 3.57], [-0.84, -0.38, 0.43], [-0.13, 0.78, -1.79], [-0.45, -0.18, 0.42], [-1.50, -0.24, -1.14], [0.18, -0.04, -0.26], [0.41, -0.51, -0.32], [2.13, 1.36, -0.24], [0.00, -0.17, -1.31], [-0.66, 0.15, -0.46], [1.05, -0.12, -0.94], [-0.67, -0.37, -0.37], [1.45, -0.33, -1.19], [-0.13, 0.02, -0.69], [-0.15, 0.41, 0.31], [-0.14, -0.20, 0.01], [-0.26, 0.48, 0.09], [3.42, 0.76, 0.24], [0.96, 0.09, -1.64], [-0.36, 1.28, 5.47], [0.75, 0.43, 1.00], [0.38, -0.54, -2.13], [0.21, 0.32, -0.34], [0.69, -1.68, 1.47], [-0.51, -0.93, 0.66], [0.40, 0.83, -0.08], [0.10, 0.51, -0.62], [-0.14, -0.46, 0.67], [-1.72, -1.14, 1.92], [0.51, -0.39, -0.58], [0.37, -0.20, -0.02], [0.40, -0.84, 0.23], [1.48, 1.28, 2.54], [0.50, 0.12, -0.18], [2.67, 1.58, -2.16], [0.26, -0.36, 0.00], [-0.13, 0.44, 0.97], [0.09, -0.43, 0.15], [0.41, 0.07, 0.57], [0.82, -0.35, -0.36], [0.24, 0.49, -0.02], [-0.87, -1.18, -0.13], [-0.25, -0.53, -0.11], [0.67, -1.38, -0.08], [-0.76, -1.00, -1.26], [-1.31, 0.23, -0.94], [0.48, 0.63, -0.54], [0.86, 0.42, -0.55], [-0.35, 0.33, 0.24], [-2.24, 2.74, 0.54], [-1.40, -0.09, 1.38], [-0.05, -0.08, 2.03], [-0.77, -0.22, -0.79], [-1.57, -0.98, -0.87], [-1.67, 3.35, 1.40], [-0.74, -0.01, -0.30], [-0.17, 1.04, 0.16], [0.41, -1.68, 0.76], [0.13, 0.97, 1.00], [0.51, 0.20, -0.77], [-0.96, -0.46, -1.13], [0.95, -1.06, -0.47], [-1.19, 0.59, 0.91], [-0.28, 0.52, 0.14], [-0.22, 1.14, -1.38], [-1.02, 0.47, 0.69], [0.30, -1.37, 0.62], [-1.24, 0.08, -0.79], [0.05, -0.87, -0.33], [-0.58, -0.55, 0.39], [0.61, 0.13, -0.40], [-0.33, 0.15, 0.57], [-0.67, 1.34, 0.41], [-0.32, -0.41, 0.43], [0.10, -1.60, -0.62], [-0.95, -2.27, 1.69], [0.74, 1.45, 2.18], [0.22, 1.00, -0.45], [0.15, 0.33, 0.80], [-0.36, 0.09, 0.29], [0.04, -0.10, 0.24], [0.47, 0.37, 1.00], [-0.70, 0.30, -0.02], [1.23, -0.67, 1.25], [-0.62, -0.15, 1.44], [0.38, 0.39, 0.14], [0.03, 0.36, -1.24]], "total_energy_ha": -4535.53253, "orbital_gap_ev": [5.946, 5.840], "s_squared": 3.788, "charge": 3, "spin_multiplicity": 4, "e_homo_ev": [-14.6, -14.5]}

=====

# 3
{"formula": "C2H3F2N6O4", "method": "wB97M-V/def2-TZVPD", "symbols": ["F", "O", "C", "N", "O", "C", "O", "N", "H", "N", "N", "H", "N", "H", "N", "F", "O"], "xyz": [[3.976654, 0.045468, -0.115410], [-3.476255, -0.788608, 0.470026], [1.686080, -0.326553, -0.645565], [0.641638, -1.050515, -0.631663], [1.024967, 2.535663, 0.252157], [-1.210871, -0.138768, 0.527261], [-1.249061, -2.002156, -0.950192], [2.875481, -0.704080, -0.156446], [-1.177053, 1.804271, 0.101952], [-2.788082, 0.065912, 0.091282], [-0.639964, -1.122748, -0.434849], [-1.337616, -0.748916, 1.629065], [0.749706, 1.423036, 0.613836], [1.597861, 0.454717, -1.442244], [-0.547458, 1.130723, 0.508040], [2.859019, -1.679078, 0.714623], [-2.985042, 1.101635, -0.531866]], "atomic_forces_ev_per_a": [[-0.88, -0.28, 0.06], [-1.69, -1.18, 0.27], [0.91, 1.70, -1.28], [3.30, -2.73, -0.24], [-0.09, -0.42, 0.44], [-0.73, -2.10, 3.19], [-3.39, -5.23, -2.85], [-1.12, 0.36, -1.37], [-0.14, 1.03, -0.32], [3.29, 2.52, -0.44], [0.29, 6.64, 3.52], [0.51, 1.99, -2.94], [0.24, 0.26, -0.06], [0.98, 0.05, 0.83], [-1.70, -0.94, -0.25], [0.50, -0.40, 0.93], [-0.28, -1.24, 0.53]], "total_energy_ha": -906.32326, "orbital_gap_ev": [8.080, 5.945], "s_squared": 2.008, "e_above_lowest_ev": 0.000, "charge": 1, "spin_multiplicity": 3, "e_homo_ev": [-13.6, -14.8]}